# C13H50N22O13

12 unconnected molecules or ions with the total composition C13H50N22O13 (ωB97M-V/def2-TZVPD, the Open Molecules 2025 dataset).

The calculation puts the HOMO energy at -9.52 eV. The calculation puts the lowest unoccupied orbital energy at 0.3 eV. As for the charge: 0. Its SMILES is NC(N)=O.NC(N)=O.NC(N)=O.NC(N)=O.NC(N)=O.NC(N)=O.NC(N)=O.NC(N)=O.NC(N)=O.NC(N)=O.NC(N)=O.OCCO. Its gap between HOMO and LUMO is 9.792 eV.

```
98
Properties=species:S:1:pos:R:3:lowdin_charge:R:1
N 2.552 -4.853 -1.430 0.165
C 3.032 -3.733 -0.866 -0.684
N 2.179 -3.146 0.052 0.147
O 4.108 -3.304 -1.227 -0.005
H 1.814 -5.420 -1.029 0.080
H 3.125 -5.255 -2.162 0.113
H 2.497 -2.382 0.714 0.089
H 1.469 -3.789 0.447 0.041
N -4.787 -3.029 1.934 0.194
C -3.586 -2.726 2.513 -0.637
N -3.024 -1.531 2.433 0.205
O -2.992 -3.584 3.201 -0.056
H -5.145 -3.926 2.025 0.080
H -5.340 -2.315 1.516 0.069
H -2.238 -1.375 3.001 0.046
H -3.412 -0.725 1.905 0.107
N 3.367 0.305 -4.002 0.143
C 3.116 0.655 -2.707 -0.695
N 3.190 -0.331 -1.812 0.193
O 3.055 1.850 -2.402 -0.027
H 3.132 1.135 -4.562 0.110
H 2.892 -0.523 -4.401 0.075
H 3.327 -1.338 -2.120 0.114
H 3.181 -0.244 -0.769 0.089
N -0.661 2.808 -2.410 0.188
C -1.939 2.719 -2.815 -0.669
N -2.162 3.023 -4.092 0.179
O -2.849 2.434 -1.990 -0.037
H -0.521 2.507 -1.464 0.050
H 0.168 2.848 -2.948 0.093
H -1.385 3.054 -4.743 0.106
H -3.078 3.272 -4.386 0.107
N -5.292 1.499 2.419 0.171
C -5.176 1.090 1.103 -0.650
N -4.610 1.995 0.280 0.193
O -5.509 -0.039 0.710 -0.025
H -5.796 0.897 2.990 0.076
H -4.570 2.034 2.819 0.045
H -4.301 2.871 0.662 0.073
H -4.411 1.805 -0.663 0.054
N 2.118 2.535 0.423 0.184
C 3.276 2.844 1.092 -0.674
N 4.345 3.127 0.294 0.169
O 3.315 2.822 2.314 -0.018
H 2.315 2.358 -0.565 0.057
H 1.469 1.903 0.844 0.053
H 5.222 3.447 0.654 0.099
H 4.403 2.789 -0.685 0.102
N 0.239 -0.769 0.343 0.209
C -0.671 0.109 -0.074 -0.612
N -1.678 -0.425 -0.861 0.167
O -0.629 1.352 0.077 -0.053
H 0.996 -0.343 0.833 0.051
H 0.423 -1.631 -0.166 0.094
H -1.998 -1.292 -0.435 0.093
H -2.462 0.202 -1.143 0.102
N -0.575 1.659 3.827 0.162
C 0.103 0.505 3.572 -0.663
N 1.458 0.641 3.611 0.180
O -0.402 -0.612 3.441 -0.002
H -1.509 1.739 3.428 0.083
H -0.115 2.602 3.848 0.131
H 2.040 1.435 3.451 0.061
H 1.880 -0.136 3.176 0.052
N -2.669 5.713 1.884 0.135
C -2.492 4.312 1.727 -0.627
N -1.580 3.938 0.752 0.166
O -3.136 3.490 2.351 -0.010
H -2.331 6.393 1.204 0.095
H -3.496 5.915 2.414 0.087
H -1.732 2.929 0.503 0.077
H -1.064 4.604 0.194 0.100
N -0.367 -3.835 2.213 0.190
C -0.504 -4.856 1.369 -0.634
N -1.559 -5.714 1.703 0.151
O 0.318 -5.121 0.478 -0.040
H 0.332 -3.126 2.021 0.089
H -1.123 -3.637 2.873 0.076
H -2.280 -5.243 2.245 0.061
H -1.615 -6.600 1.180 0.115
N 4.970 0.401 2.201 0.160
C 4.311 -0.649 1.535 -0.605
N 5.066 -1.679 1.054 0.193
O 3.101 -0.534 1.379 -0.044
H 4.451 1.269 2.347 0.051
H 5.862 0.261 2.685 0.109
H 6.058 -1.411 1.058 0.121
H 4.762 -2.215 0.294 0.028
O 1.229 -1.489 -4.512 -0.103
C -0.220 -1.349 -4.436 -0.192
C -0.489 0.087 -4.138 -0.252
O -0.071 0.912 -5.236 -0.077
H 1.398 -2.416 -4.393 0.082
H -0.679 -1.670 -5.399 0.137
H -0.574 -1.985 -3.631 0.118
H 0.006 0.492 -3.200 0.120
H -1.570 0.174 -4.092 0.117
H 0.705 0.541 -5.655 0.069
```